(1)
Here is a 3-piece molecular cluster, CH7NO3 overall from the Open Molecules 2025 dataset. Energies are from the ωB97M-V functional and the def2-TZVPD basis.

Cartesian coordinates (Å):
C 0.59429 -1.79358 -1.72541
N 0.15003 -1.37582 -0.51653
O 1.50504 -2.58643 -1.88958
H 0.00456 -1.44607 -2.59083
H 0.84306 -1.56554 0.19304
H -0.31900 -0.47746 -0.43634
H -2.59584 1.70918 2.40963
H -2.15365 0.36356 1.79694
O -2.48534 1.24805 1.56534
H 2.11084 2.40538 0.07980
H 0.75713 1.87970 0.77619
O 1.58888 1.63902 0.33775

## Properties
Charge = -1
Orbital gap (alpha / beta) = 3.1895 / 10.6223 eV
2S+1 = 2
HOMO energy (alpha / beta) = 0.69 / -6.93 eV



(2)
Here is a 15-piece molecular cluster, C30H90O15 overall at a distorted geometry from the Open Molecules 2025 dataset. Energies are from the ωB97M-V functional and the def2-TZVPD basis.

Cartesian coordinates (Å):
C -2.71520 2.78028 -3.74051
C -2.71047 2.93362 -2.21282
O -1.58693 2.24483 -1.71518
H -3.60374 3.32388 -4.20447
H -2.76873 1.71553 -3.99533
H -1.80467 3.28919 -4.13232
H -3.68861 2.48305 -1.77048
H -2.77582 3.99197 -1.99646
H -1.82028 1.29372 -1.67302
C -5.36483 1.88322 1.49263
C -4.47894 3.10392 1.84608
O -3.13733 2.77496 1.94472
H -5.10111 1.46925 0.52430
H -6.43589 2.29701 1.35777
H -5.35511 1.09863 2.24009
H -4.84691 3.52097 2.80404
H -4.66688 3.91868 1.13160
H -2.69392 3.18849 2.70365
C 4.90634 3.36996 -6.93222
C 4.08292 3.54823 -5.69544
O 3.62802 2.37673 -4.96948
H 4.45460 2.76140 -7.72455
H 5.74362 2.79693 -6.64268
H 5.31323 4.33277 -7.40912
H 3.23021 4.18619 -5.96372
H 4.62145 4.15238 -4.97938
H 2.99851 1.86523 -5.50169
C 2.19831 0.54491 5.77826
C 2.27937 -0.64553 4.85970
O 1.18196 -0.63203 3.87176
H 1.40294 0.59004 6.52511
H 2.09740 1.49016 5.20519
H 3.10385 0.66621 6.37037
H 2.25230 -1.64575 5.33973
H 3.17521 -0.50436 4.34277
H 1.12619 -1.55353 3.55726
C 5.12768 -1.84545 -3.73954
C 4.70486 -2.57243 -2.52438
O 3.30280 -2.43138 -2.29074
H 4.77884 -0.81998 -3.87491
H 4.89725 -2.35548 -4.63576
H 6.23006 -1.85022 -3.71399
H 5.20529 -2.13402 -1.69138
H 4.88760 -3.58422 -2.74907
H 3.21949 -1.70345 -1.64080
C 0.43223 4.71800 4.92585
C -1.08168 4.71794 4.88076
O -1.71718 3.65207 4.13558
H 0.78302 4.63807 3.89857
H 0.88813 3.99822 5.56194
H 0.74716 5.66479 5.31250
H -1.38163 5.66797 4.44460
H -1.64513 4.70769 5.77251
H -1.73150 2.82822 4.65006
C -0.21004 -5.47565 0.03271
C -1.33211 -4.53785 0.12254
O -1.26540 -3.82971 1.37119
H 0.79176 -4.95087 0.03484
H -0.39828 -5.85433 -0.93950
H -0.33601 -6.23289 0.81977
H -2.21033 -5.11970 0.03000
H -1.29884 -3.78128 -0.73188
H -1.95774 -3.16726 1.44885
C -3.12881 -0.34252 3.96782
C -2.17907 -0.00342 5.07526
O -1.29898 1.03199 4.70714
H -3.26828 0.59026 3.48703
H -4.07944 -0.76836 4.32927
H -2.61193 -0.99773 3.29804
H -1.50671 -0.82057 5.31776
H -2.72476 0.36771 5.94788
H -0.51270 0.64711 4.26247
C 2.36124 -5.53935 2.84926
C 2.75377 -4.14490 2.93785
O 1.61461 -3.32642 3.03644
H 1.88284 -5.92855 1.98137
H 1.75599 -5.86895 3.70305
H 3.22662 -6.14592 2.97861
H 3.45600 -3.78141 2.19312
H 3.28190 -4.01647 3.91842
H 0.89367 -3.68552 2.53929
C 4.72674 1.23593 0.62023
C 3.34771 0.52665 0.48369
O 3.25382 0.00271 -0.84886
H 5.10044 1.38511 1.60807
H 4.56146 2.09979 0.04127
H 5.48965 0.67678 0.19576
H 2.52999 1.13838 0.69668
H 3.30616 -0.40387 1.09487
H 3.14853 0.71488 -1.48357
C -0.03466 -0.90149 0.11155
C -0.49836 0.24902 0.92453
O -1.98346 0.19530 1.08649
H -0.42816 -0.85134 -0.85290
H -0.52025 -1.80768 0.49960
H 1.04360 -1.01550 0.11542
H -0.25494 1.26071 0.51175
H 0.11314 0.25121 1.86397
H -2.23616 1.07483 1.44061
C -5.16154 -0.87267 -3.32285
C -3.65781 -0.93055 -3.02648
O -3.44337 -0.13824 -1.91226
H -5.43129 0.15642 -3.46311
H -5.84884 -1.29456 -2.57169
H -5.50908 -1.32811 -4.24529
H -3.12485 -0.48295 -3.86805
H -3.25629 -1.90861 -2.87704
H -3.41386 -0.71639 -1.13749
C 1.08375 -0.94670 -4.04885
C 1.56016 -2.19461 -4.80894
O 1.46162 -3.44165 -4.06716
H 1.27218 -0.18414 -4.74110
H 1.67435 -0.78099 -3.13758
H -0.01646 -1.03855 -3.83102
H 2.69211 -2.13996 -5.16360
H 1.06600 -2.29948 -5.80984
H 1.75508 -3.16552 -3.17332
C 1.85008 4.23702 -1.21265
C 1.70922 3.03366 -2.19140
O 2.84857 2.16261 -2.33019
H 2.79989 4.70167 -1.52418
H 2.05494 3.90301 -0.17108
H 0.81005 4.78201 -1.24802
H 1.52385 3.51223 -3.20078
H 0.81202 2.46513 -1.94185
H 3.41280 2.42162 -3.11384
C -5.40057 -3.50611 0.75193
C -4.86986 -2.19580 1.11168
O -3.59365 -2.02568 0.41225
H -4.67968 -4.24214 0.92272
H -5.64190 -3.47541 -0.29965
H -6.27420 -3.71048 1.27461
H -4.71029 -2.06991 2.14787
H -5.52442 -1.43398 0.75960
H -3.08134 -1.30851 0.87295

## Properties
Orbital gap = 9.7221 eV
ΔE to the lowest compared entry with this formula, charge and spin = 137.0 kcal per mole
HOMO energy = -9.11 eV



(3)
Here is C18H25AsBCrNO2 as an isolated structure at a distorted geometry from the Open Molecules 2025 dataset. Energies are from the ωB97M-V functional and the def2-TZVPD basis.

Cartesian coordinates (Å):
Cr 0.56427 -1.28517 -0.63079
C 3.36057 0.04443 -0.83589
N 2.88657 -1.31107 -0.58709
C 3.48847 -2.22197 -1.55889
C 3.21827 -1.70437 0.79011
C 2.17267 -1.23107 1.77491
C 2.51807 -0.92497 3.08361
C 1.53687 -0.60357 4.00971
C 0.20767 -0.58737 3.61791
C -0.12513 -0.85187 2.30061
C 0.83727 -1.17867 1.34391
H 4.45597 0.11323 -0.75629
H 2.91227 0.71813 -0.10469
H 3.05977 0.35653 -1.83839
H 4.58237 -2.26707 -1.45989
H 3.25297 -1.88817 -2.57099
H 3.08377 -3.22767 -1.43299
H 4.21657 -1.33787 1.07451
H 3.25227 -2.79877 0.82971
H 3.55617 -0.94857 3.39121
H 1.81097 -0.37257 5.03001
H -0.56393 -0.36197 4.34241
H -1.16993 -0.81627 2.00611
C 1.59307 3.27163 -1.98839
As 0.31607 1.94613 -1.20729
C 0.60497 2.50773 0.65861
C -1.30633 3.04793 -1.39349
H 1.28397 4.29173 -1.77319
H 1.67067 3.16303 -3.06999
H 2.58517 3.11553 -1.56689
H 0.55847 3.59443 0.72311
H 1.55907 2.17453 1.05551
H -0.17923 2.08683 1.28181
H -1.09883 4.07993 -1.11019
H -2.05563 2.63643 -0.72079
H -1.70633 3.02783 -2.40529
O -2.34463 -2.42117 -0.73329
B -1.40043 -1.39207 -0.89079
O -2.13113 -0.17697 -1.04539
C -3.44623 -0.48027 -0.95539
C -4.56343 0.33113 -0.99519
C -5.80093 -0.27577 -0.81899
C -5.92263 -1.64357 -0.62489
C -4.80553 -2.46877 -0.60019
C -3.57403 -1.86557 -0.76099
H -4.48373 1.39813 -1.14039
H -6.68733 0.34173 -0.82129
H -6.90403 -2.06957 -0.47599
H -4.87563 -3.53447 -0.43939

## Properties
Orbital gap (alpha / beta) = 7.4270 / 8.2685 eV
2S+1 = 5
HOMO energy (alpha / beta) = -7.41 / -8.15 eV



(4)
Here is a single C2H6BrNS molecule at a distorted geometry from the Open Molecules 2025 dataset. Energies are from the ωB97M-V functional and the def2-TZVPD basis.

Cartesian coordinates (Å):
S -1.35933 -1.95270 -0.62170
C -0.16803 -1.04780 0.36726
C -0.13325 0.38872 -0.11145
N 0.75323 1.25737 0.68584
Br 0.65400 3.10964 0.20040
H -1.00662 -1.32843 -1.66508
H 0.87641 -1.41216 0.27692
H -0.31698 -1.24896 1.41511
H -1.19868 0.74618 0.03840
H 0.20001 0.35237 -1.17148
H 1.69924 1.13579 0.58578

## Properties
SMILES = SCCNBr
Orbital gap = 9.5440 eV
ΔE to the lowest compared entry with this formula, charge and spin = 12.0 kcal per mole
HOMO energy = -9.34 eV



(5)
Here is C11H25CdN5O8 as an isolated structure at a distorted geometry from the Open Molecules 2025 dataset. Energies are from the ωB97M-V functional and the def2-TZVPD basis.

Cartesian coordinates (Å):
O 1.34435 3.47885 0.18147
H 1.50313 4.13195 0.89659
Cd 0.39050 0.16789 -0.01125
N -0.56828 1.83516 -1.25261
N -1.52950 1.04366 0.88712
N 1.83297 -1.20517 -0.99807
N 0.19642 -1.81221 1.02704
O -0.33892 1.92251 -2.46161
O 2.58455 -1.03753 -2.15152
O -0.88039 -2.15182 1.81532
O -2.11289 0.42305 1.83884
C -1.92409 2.30303 0.57278
C -1.35796 2.76080 -0.64789
C 1.85940 -2.44826 -0.55608
C 0.96459 -2.79323 0.58006
C -1.47654 4.11966 -1.23899
H -0.48532 4.57773 -1.27217
H -2.13872 4.75892 -0.64901
H -1.85533 4.06775 -2.26278
C -2.76129 3.17055 1.45295
H -2.29194 3.31238 2.43310
H -3.74431 2.72063 1.62060
H -2.89746 4.15799 0.99835
C 2.62105 -3.45629 -1.34752
C 0.95061 -4.21734 1.06628
H 3.29979 -2.90736 -1.99774
H 1.91347 -3.97075 -2.00588
H 3.15439 -4.16743 -0.70239
H 0.08636 -4.38407 1.70802
H 1.86367 -4.42002 1.64425
H 0.93642 -4.91542 0.21880
H 2.30045 -0.17156 -2.53619
H -1.33851 -1.26941 1.96551
C 1.60616 0.88331 1.66371
H 1.81318 1.89958 1.31063
H 2.47810 0.20374 1.81615
H 0.96789 0.91167 2.57113
O 2.97465 2.53852 -1.73943
H 2.43428 3.24806 -1.28480
H 3.22796 1.99314 -0.97380
N -3.67439 -2.75272 -1.64818
C -2.85426 -2.33345 -2.78856
C -1.53018 -1.85588 -2.21947
O -0.50960 -2.11258 -2.87780
O -1.74927 -1.25071 -1.12124
H -3.30984 -3.63683 -1.29961
H -4.64665 -2.92137 -1.90268
H -3.61266 -2.08594 -0.86549
H -2.72013 -3.14344 -3.47627
H -3.37438 -1.53309 -3.28745

## Properties
Orbital gap (alpha / beta) = 4.4199 / 4.4007 eV
ΔE to the lowest compared entry with this formula, charge and spin = 33.4 kcal per mole
HOMO energy (alpha / beta) = -6.48 / -6.45 eV



(6)
Here is a 6-piece molecular cluster, C24H66N6O6 overall at a distorted geometry from the Open Molecules 2025 dataset. Energies are from the ωB97M-V functional and the def2-TZVPD basis.

Cartesian coordinates (Å):
C 18.51355 4.04483 -7.30428
C 18.25353 5.50574 -6.66909
C 18.75801 6.49984 -7.70204
O 20.09738 6.35188 -8.23249
C 20.42247 7.21176 -9.33157
N 16.85047 5.60444 -6.32364
H 19.51782 3.62324 -7.34674
H 18.19475 4.11699 -8.34411
H 17.81521 3.29149 -6.93974
H 18.83970 5.47665 -5.75058
H 18.80787 7.48235 -7.23269
H 18.12388 6.56050 -8.58652
H 21.48904 7.06495 -9.50169
H 20.23639 8.24918 -9.05367
H 19.84622 7.07383 -10.24644
H 16.41481 6.42980 -5.93754
H 16.39519 5.60977 -7.22518
C 25.02649 2.87166 -14.93563
C 26.24376 3.72492 -15.44336
C 26.31820 5.18000 -14.85148
O 27.45019 5.85782 -15.32049
C 27.73580 6.93205 -14.44685
N 27.47099 2.94935 -15.33730
H 24.08989 3.40343 -15.10325
H 25.07878 2.51484 -13.90702
H 24.97757 1.98063 -15.56157
H 26.10471 3.85832 -16.51619
H 26.24113 5.01732 -13.77644
H 25.42110 5.64896 -15.25570
H 28.46735 7.56073 -14.95451
H 28.20478 6.67809 -13.49624
H 26.81282 7.50180 -14.33922
H 27.98784 3.08756 -14.48064
H 28.11586 3.44830 -15.93337
C 21.55705 6.74397 -13.61812
C 20.12776 6.87298 -14.03356
C 19.52384 8.20476 -13.53681
O 19.11987 8.21891 -12.25183
C 18.04586 9.13072 -11.89534
N 20.06453 6.63420 -15.43781
H 21.66194 7.05782 -12.57956
H 22.12330 7.50031 -14.16164
H 21.87152 5.70291 -13.69172
H 19.70779 5.97535 -13.57973
H 18.68167 8.27443 -14.22530
H 20.15554 9.08506 -13.65563
H 17.73385 8.94431 -10.86773
H 17.19503 8.86362 -12.52210
H 18.39566 10.15406 -12.03141
H 19.13538 6.35819 -15.72171
H 20.77427 5.95999 -15.68642
C 25.20575 11.73083 -18.02828
C 25.83298 12.72778 -17.00733
C 25.39766 12.51778 -15.58458
O 26.17347 13.45541 -14.76902
C 25.86790 13.60257 -13.37636
N 27.28002 12.50815 -16.99126
H 24.83098 10.80975 -17.58192
H 25.87803 11.37240 -18.80781
H 24.43742 12.17664 -18.65998
H 25.81533 13.74309 -17.40346
H 25.74013 11.62579 -15.06001
H 24.34037 12.63010 -15.34454
H 26.56519 14.33571 -12.97092
H 25.98417 12.61269 -12.93506
H 24.89220 14.05383 -13.19611
H 27.65492 13.19200 -17.63306
H 27.50583 12.83447 -16.06248
C 24.31751 9.12571 -13.96377
C 24.85481 9.51488 -12.54945
C 23.90766 10.44025 -11.73708
O 22.71188 9.68338 -11.45496
C 21.53730 10.42895 -11.01138
N 25.10767 8.30888 -11.65909
H 23.46350 9.70803 -14.30974
H 23.92455 8.10908 -13.95235
H 25.15550 9.04976 -14.65667
H 25.80182 10.05316 -12.51018
H 23.56080 11.29335 -12.32018
H 24.41471 10.68752 -10.80443
H 21.81597 11.12598 -10.22107
H 20.78478 9.76400 -10.58752
H 21.13344 10.98464 -11.85767
H 25.60228 8.52752 -10.80607
H 24.18801 7.96382 -11.42404
C 21.65671 9.51646 -16.80157
C 21.24049 10.84511 -17.46390
C 21.46692 12.10573 -16.74411
O 20.72451 12.08551 -15.51360
C 21.27113 13.07269 -14.53527
N 21.95024 10.92335 -18.75632
H 21.51220 8.71755 -17.52886
H 20.95213 9.37289 -15.98240
H 22.68172 9.61132 -16.44316
H 20.17080 10.78805 -17.66539
H 21.01155 12.97453 -17.21942
H 22.53296 12.14570 -16.52039
H 21.11586 14.09001 -14.89449
H 22.36001 13.02353 -14.52929
H 20.90948 12.90965 -13.52002
H 22.95130 11.01506 -18.65842
H 21.68538 11.66161 -19.39267

## Properties
Charge = +1
Orbital gap (alpha / beta) = 7.8982 / 2.3665 eV
ΔE to the lowest compared entry with this formula, charge and spin = 41.4 kcal per mole
2S+1 = 2
HOMO energy (alpha / beta) = -10.97 / -10.97 eV